No. 1
This record from the Open Molecules 2025 dataset describes a molecular structure, C35H35F6HfN7OP2S3Sb. The level of theory is ωB97M-V/def2-TZVPD.

Each line ends with the Mulliken charge.
Atoms and positions in Å:
C1 -3.24 4.61 -0.14  -1.11
H1 -1.77 -0.76 2.56  -0.05
C2 -1.19 2.54 6.52  -0.73
C3 0.39 2.66 -3.80  -0.55
F1 4.99 0.54 -1.16  -0.32
C4 3.03 -3.75 -0.77  -1.09
C5 2.45 -2.50 -0.89  0.62
H2 1.30 5.16 -1.72  0.63
C6 1.54 -0.49 2.95  -1.15
S1 -2.05 0.65 -0.74  0.03
H3 0.16 2.41 -4.83  0.62
H4 -1.45 2.40 7.56  0.41
C7 1.82 -4.10 1.27  -0.75
N1 0.66 1.88 -1.56  1.02
H5 -2.53 2.31 3.43  0.17
H6 1.42 3.54 4.61  0.41
H7 2.22 7.31 0.99  0.49
H8 -0.45 -3.90 -2.51  0.26
C8 -0.14 -1.97 -2.83  0.08
H9 0.22 5.89 1.17  0.40
H10 -0.75 -2.63 1.86  0.47
C9 -2.13 2.30 5.53  -0.69
Hf1 0.53 0.05 -0.04  -0.13
H11 3.17 -5.54 0.43  0.40
H12 1.57 -4.71 2.13  0.46
H13 0.69 4.76 -4.13  0.47
N2 -0.06 0.09 -4.55  -0.82
H14 2.63 2.71 2.75  0.37
H15 2.72 -1.92 -1.77  0.47
C10 -3.73 5.63 0.65  -0.63
C11 1.02 4.18 -2.08  -1.31
C12 -2.08 5.14 2.33  -0.67
C13 -0.84 -0.48 3.05  -1.30
N3 -0.46 -1.39 -6.25  -0.34
H16 4.61 4.14 2.58  0.49
P1 -0.18 3.15 2.11  2.28
C14 -2.16 3.86 0.29  -0.01
H17 -0.62 -2.32 -6.59  0.26
H18 3.73 -4.10 -1.51  0.49
N4 0.31 -0.87 2.21  0.42
C15 1.28 4.20 1.98  0.41
H19 -0.01 -3.00 -1.08  0.11
C16 0.99 3.12 -1.20  -0.24
C17 1.25 -2.84 1.12  1.93
Sb1 -4.20 -0.13 0.56  0.49
H20 -1.77 3.06 -0.33  -0.13
C18 3.65 4.53 2.28  -1.16
H21 1.57 0.60 3.05  0.12
N5 -0.30 -3.02 -2.04  0.03
H22 -3.12 1.97 5.78  0.47
C19 -0.28 -1.18 -4.95  0.17
H23 0.46 -2.76 3.13  0.65
C20 0.09 2.98 6.19  -0.71
H24 -4.58 6.22 0.32  0.43
F2 3.90 -0.46 0.58  -0.41
C21 3.54 5.82 1.78  -0.76
C22 -3.15 5.90 1.89  -0.81
O1 -0.06 1.84 1.33  1.15
H25 2.42 -0.83 2.43  0.29
H26 -0.78 -0.98 4.01  0.42
C23 2.30 6.30 1.38  -0.83
C24 -0.50 2.92 3.86  0.55
H27 1.29 3.25 -0.18  0.09
H28 1.51 -0.93 3.95  0.62
N6 -0.34 -2.22 -4.13  -0.79
C25 2.71 -4.56 0.32  -0.81
H29 -0.84 0.59 3.21  0.53
N7 0.15 -0.72 -2.32  0.79
C26 -1.58 4.12 1.52  0.00
C27 0.43 3.18 4.86  -0.61
P2 3.80 0.91 -0.22  1.63
F3 2.66 0.20 -1.24  0.00
S2 -4.25 0.37 2.71  -0.48
C28 1.18 5.50 1.48  -0.69
C29 0.69 3.95 -3.41  -1.32
S3 -2.04 -1.36 -0.15  -0.15
C30 0.40 1.65 -2.86  0.84
H30 -0.41 -0.61 -6.89  0.24
C31 1.53 -1.99 0.04  0.04
C32 -1.79 2.50 4.20  -0.10
C33 0.27 -2.35 2.13  -1.91
H31 0.81 3.19 6.97  0.46
F4 3.52 2.28 -0.97  -0.43
H32 -1.64 5.34 3.30  0.53
C34 2.53 3.72 2.37  -0.15
H33 -3.55 6.69 2.52  0.45
F5 2.31 1.21 0.69  -0.61
C35 0.14 0.25 -3.27  0.02
F6 4.62 1.66 0.89  -0.35
H34 -3.69 4.40 -1.10  0.51
H35 4.42 6.44 1.70  0.41

The orbital gap comes out at 0.268 hartree. As for the total charge: +1. The calculation puts the energy above the lowest of the compared OMol25 structures with the same formula, charge and spin at 0.6071 eV.

***

No. 2
This record from the Open Molecules 2025 dataset describes a molecular structure, C35H35F6N2OPTeYb in a non-equilibrium geometry. The level of theory is ωB97M-V/def2-TZVPD.

Each line ends with the Löwdin spin population.
Atoms and positions in Å:
C1 -4.63 5.20 -3.45  0.00
P1 2.52 -0.39 -1.71  0.00
F1 2.79 -0.60 -3.24  0.00
C2 -2.14 4.53 -2.37  0.00
H1 -6.92 -1.05 -5.03  0.00
C3 1.52 2.39 -5.09  0.00
C4 -0.27 -1.09 2.99  0.00
H2 1.71 -2.82 0.86  0.00
C5 0.66 2.72 -4.05  0.00
H3 2.29 5.24 -1.29  0.00
H4 4.52 3.25 -6.44  0.00
H5 -2.40 -0.86 2.81  0.00
H6 -5.18 -1.69 -3.39  0.00
C6 2.81 5.31 -2.25  0.00
H7 -6.65 5.84 -3.21  0.00
F2 3.34 -1.63 -1.21  0.00
C7 -5.12 1.82 -5.01  0.00
C8 -4.52 4.34 -2.37  0.00
C9 0.01 2.31 0.56  0.00
C10 -6.14 -0.36 -4.76  0.00
H8 1.82 -1.52 2.96  0.00
C11 -4.16 1.47 -4.08  0.00
C12 2.33 4.28 -3.23  0.00
H9 -3.40 2.18 -3.81  0.00
Te1 -0.19 4.26 -1.49  0.00
C13 0.82 -2.33 1.25  0.00
H10 1.46 3.81 0.93  0.00
C14 -5.96 5.57 -4.01  0.00
C15 -3.46 5.72 -3.99  0.00
H11 -5.89 6.41 -4.70  0.00
H12 -0.54 0.94 -3.94  0.00
H13 -2.83 2.11 -0.91  0.00
H14 3.88 5.18 -2.07  0.00
H15 4.13 4.37 -4.35  0.00
C16 -3.30 3.99 -1.81  0.00
C17 -1.57 -1.94 1.15  0.00
C18 -3.12 -0.10 -2.58  0.00
H16 -0.23 -0.57 3.94  0.00
H17 -1.28 2.28 -4.80  0.00
C19 -7.09 1.31 -6.30  0.00
C20 0.54 3.45 1.40  0.00
H18 -2.53 -2.13 0.69  0.00
C21 -0.66 2.02 -3.94  0.00
H19 -5.10 2.79 -5.48  0.00
C22 -1.50 -1.25 2.35  0.00
C23 0.88 -1.62 2.44  0.00
H20 1.22 1.63 -5.80  0.00
H21 -0.64 5.46 -4.89  0.00
H22 -4.27 2.89 -0.25  0.00
C24 -0.41 -2.49 0.59  0.00
H23 -0.48 -3.14 -0.28  0.00
C25 -0.99 6.04 -4.04  0.00
C26 3.65 2.60 -6.37  0.00
C27 -5.17 -0.71 -3.85  0.00
F3 3.64 0.69 -1.51  0.00
F4 1.96 -0.12 -0.13  0.00
F5 1.41 0.85 -2.09  0.00
C28 -4.17 0.20 -3.50  0.00
O1 -0.10 1.16 1.07  0.00
C29 -2.21 5.41 -3.45  0.00
H24 -0.18 4.26 1.44  0.00
F6 1.11 -1.39 -1.83  0.00
H25 -1.18 2.31 -3.02  0.00
H26 -2.66 3.51 0.17  0.00
H27 -5.43 3.94 -1.94  0.00
N1 -0.35 2.46 -0.69  0.00
H28 0.76 3.10 2.40  0.00
H29 4.00 1.57 -6.26  0.00
H30 2.66 6.31 -2.66  0.00
N2 -7.86 1.70 -7.05  0.00
C30 1.06 3.69 -3.13  0.00
C31 -6.12 0.91 -5.36  0.00
H31 -0.19 6.10 -3.30  0.00
C32 2.77 2.98 -5.23  0.00
C33 -3.26 3.07 -0.63  0.00
C34 3.16 3.91 -4.28  0.00
Yb1 -0.15 0.02 -0.71  1.00
H32 3.10 2.65 -7.31  0.00
H33 -6.40 4.72 -4.53  0.00
H34 -1.22 7.04 -4.39  0.00
C35 -2.16 -0.24 -1.83  0.00
H35 -3.51 6.40 -4.82  0.00

The orbital gap (alpha / beta) comes out at 0.288 / 0.285 hartree. As for the total charge: +1. The spin multiplicity is 2. The calculation puts the energy above the lowest of the compared OMol25 structures with the same formula, charge and spin at 0.7311 eV.

***

No. 3
This record from the Open Molecules 2025 dataset describes a molecular structure, C35H35N3O3P2Yb in a non-equilibrium geometry. The level of theory is ωB97M-V/def2-TZVPD.

Each line ends with the Löwdin spin population.
Atoms and positions in Å:
H1 -1.48 -3.02 0.28  0.00
H2 -0.52 2.08 3.55  0.00
H3 -2.24 2.66 -0.10  0.00
C1 -0.16 -0.92 2.29  0.00
C2 -1.46 -3.03 -0.82  0.00
C3 -1.78 -1.69 4.99  0.00
H4 2.20 -0.79 3.09  0.00
H5 -2.99 -2.97 6.22  0.00
O1 3.53 1.48 -1.57  0.00
P1 -0.16 -1.87 -1.34  0.00
N1 0.88 0.39 -2.90  0.00
H6 -5.04 0.30 4.24  0.00
H7 -3.12 3.17 -1.58  0.00
C4 3.20 1.52 -3.99  0.00
H8 4.78 -0.44 -5.10  0.00
H9 2.17 -2.03 -0.72  0.00
C5 -2.97 2.34 -0.87  0.00
N2 0.04 -0.05 1.25  0.00
C6 -0.43 -0.11 3.57  0.00
C7 0.75 1.68 -3.43  0.00
H10 -3.88 -1.01 -1.90  0.00
H11 0.77 5.54 -3.51  0.00
C8 3.84 1.60 -2.71  0.00
C9 3.84 -0.85 -4.70  0.00
C10 2.03 -0.47 4.12  0.00
H12 1.41 0.60 7.81  0.00
C11 -0.50 2.38 -3.31  0.00
H13 -2.43 -2.68 -1.20  0.00
C12 0.75 4.45 -3.53  0.00
H14 2.83 4.26 -4.15  0.00
H15 4.55 1.81 -3.54  0.00
H16 -2.65 2.30 -3.60  0.00
C13 2.36 -2.71 -4.24  0.00
H17 -1.24 -4.03 -1.20  0.00
H18 4.30 -2.91 -5.18  0.00
H19 -0.86 -2.25 5.16  0.00
P2 -2.36 0.84 -1.73  0.00
C14 1.60 0.30 6.78  0.00
C15 0.52 0.25 5.88  0.00
C16 1.29 -2.67 -0.58  0.00
H20 0.09 -3.48 -3.10  0.00
Yb1 0.31 0.92 -1.04  1.00
H21 4.09 -0.70 4.67  0.00
O2 -0.10 2.25 0.95  0.00
C17 1.43 -1.86 -3.65  0.00
C18 -0.18 1.24 1.69  0.00
H22 1.47 -3.64 -1.05  0.00
C19 -1.75 -0.55 4.18  0.00
H23 3.62 1.86 -4.96  0.00
H24 1.11 -2.78 0.50  0.00
C20 -3.92 0.04 -2.23  0.00
C21 2.89 -0.03 6.35  0.00
C22 0.74 -0.15 4.56  0.00
H25 -1.76 0.79 -4.05  0.00
H26 3.72 0.02 7.05  0.00
C23 2.90 0.02 -4.15  0.00
C24 1.90 2.36 -3.84  0.00
C25 -0.45 3.78 -3.28  0.00
O3 -0.18 -2.15 2.22  0.00
H27 -4.05 0.07 -3.32  0.00
H28 -4.77 0.54 -1.74  0.00
N3 -0.53 1.22 3.02  0.00
H29 2.15 -3.78 -4.28  0.00
H30 -3.92 2.09 -0.39  0.00
H31 -0.49 0.51 6.22  0.00
H32 -1.37 4.34 -3.09  0.00
H33 -0.74 -1.98 -3.66  0.00
C26 3.10 -0.42 5.02  0.00
C27 -2.99 -2.10 5.57  0.00
C28 -2.92 0.15 3.89  0.00
C29 -4.13 -0.27 4.47  0.00
H34 -2.88 1.02 3.24  0.00
C30 3.57 -2.22 -4.74  0.00
H35 -5.10 -1.70 5.77  0.00
C31 0.12 -2.38 -3.09  0.00
C32 -4.16 -1.38 5.31  0.00
C33 -1.82 1.62 -3.32  0.00
C34 1.91 3.75 -3.87  0.00
C35 1.73 -0.47 -3.58  0.00

The orbital gap (alpha / beta) comes out at 0.283 / 0.268 hartree. As for the total charge: +1. The spin multiplicity is 2.